No. 1
83
Properties=species:S:1:pos:R:3 method="wB97M-V/def2-TZVPD" total_charge=+1 gap_ev=7.37 energy_ha=-4161.0275 homo_energy_ev=-11.20 lumo_ev=-3.83
H -3.11539 -4.38822 -2.02407
C 9.51539 3.12064 3.28897
C 6.83730 3.65572 2.20234
H -1.43800 3.58142 -0.38829
I 0.56852 -1.11075 3.07757
H 2.79047 1.18538 -1.17315
H -3.83445 -3.15412 0.84453
C -6.73858 -1.88868 -2.43489
H -1.31176 1.85291 -1.72454
C 1.29539 -2.56097 -0.29005
O 6.79374 1.31686 1.87581
O -1.88816 4.34522 2.59394
H -3.86943 2.49293 -1.03545
H 4.74120 1.35649 0.65250
C 3.86744 0.70469 0.64932
C -5.97375 -0.80082 -2.52101
C -6.52053 0.57806 -2.82898
C -1.51508 0.12642 -0.44238
C -8.71330 -0.34982 -2.99720
C 3.48539 0.41115 -0.81697
H 4.37644 0.49997 -1.44222
O 9.56667 5.46853 3.57932
C -1.06179 -2.17687 -0.84424
H 3.18682 -0.96409 1.80079
O 7.21248 5.93329 2.65285
H -2.63243 0.78390 -2.11724
H -2.82457 -2.07055 -1.74714
H 4.68117 -0.26454 2.40419
H -6.36435 -2.87438 -2.20230
H 5.84465 3.80082 1.80002
C -3.03920 2.12261 -0.43064
H -1.36726 -4.05211 1.19420
H 1.48228 -0.50600 0.31698
C -0.52972 -3.35909 1.21944
C 7.37514 2.32125 2.26083
C -7.92553 0.73810 -3.07071
H 8.39539 0.33242 2.46027
H -4.46388 0.21514 -2.50377
H -3.47227 1.50748 0.35237
O -5.68409 1.47317 -2.83896
H -10.33838 -1.24592 -3.07554
S 1.88592 -3.71396 -1.57641
C -2.33276 3.33058 0.18802
N 2.94606 -0.93584 -1.03059
H -2.96556 4.21685 0.23944
C 7.59076 4.67240 2.65324
O -8.97480 -2.63162 -2.60981
H 0.31463 -3.90449 1.64069
H 0.78417 -1.04326 -2.60226
H 1.80071 -2.80555 0.64313
C -0.95414 -2.22783 2.14675
H 3.06751 1.27900 1.13161
Cl -2.66821 1.66548 2.70889
H 3.15635 -3.71239 -1.16839
C 0.56064 -0.59431 -1.62935
O -10.01210 -0.33142 -3.19583
H 4.71602 -1.29664 0.95205
N -2.21613 -2.70414 -1.23081
C 8.98565 4.46347 3.21828
H 7.95847 6.44533 3.02972
H 0.61983 0.48815 -1.74969
S -4.02885 -4.27185 0.11280
C 1.56608 -1.08682 -0.60679
S -1.61536 3.17757 1.83243
H 3.03234 -1.20737 -2.00358
C 4.14856 -0.54132 1.49358
N -0.84028 -0.89923 -1.28592
C -2.10888 1.25022 -1.28080
H -2.31936 -0.36299 0.11151
N -0.14088 -2.91376 -0.13031
O -5.24062 -4.11616 -0.63449
H -8.30661 1.72280 -3.30086
C 8.75973 2.10864 2.83990
H -0.79114 0.51681 0.28525
O -2.07529 -1.97367 2.32650
H -1.83378 -4.72350 -0.83431
O -0.29658 2.64305 1.66000
H 10.50392 2.97617 3.70084
O -3.72126 -5.41460 0.91986
C -2.66711 -4.07048 -1.08016
O -4.64646 -0.74291 -2.34685
O 9.13363 0.84036 2.85071
C -8.16879 -1.72844 -2.66444

***

No. 2
71
Properties=species:S:1:pos:R:3 method="wB97M-V/def2-TZVPD" total_charge=+2 gap_ev="2.51 / 2.51" energy_ha=-1587.7542 relative_energy_ev=4.200 homo_energy_ev="-13.44 / -13.44" lumo_ev="-10.93 / -10.93"
H 3.89679 0.62559 -3.57198
H -1.77304 5.58274 6.28081
H 1.80093 1.07484 4.76287
C -0.34248 0.69333 4.44574
C -2.53901 -0.79998 -1.82723
C 3.71004 0.14225 -2.60747
C -1.46706 2.18584 6.20912
H -1.70466 1.08368 -2.48977
H -3.04052 0.45304 -3.50653
C 1.59137 1.37081 -2.91042
C -0.46897 -0.46710 5.42502
C -0.60617 -2.58760 7.25297
H -1.84352 -1.60899 4.23430
C -1.33943 -2.63435 6.06515
H -1.03700 -3.24549 -1.40830
H 4.22882 0.73488 -1.84985
C -1.27720 -2.55441 -0.57922
N -1.37079 -1.16720 -1.02871
C -0.84845 2.04019 4.96885
C -3.18165 -2.01641 -2.49901
C 2.19860 0.07790 -2.34776
C -1.79242 3.46168 6.69504
H 4.17071 -0.84693 -2.66118
H 2.43928 -2.16720 -0.26890
H -0.14557 3.03758 3.21119
O -1.96389 5.00284 0.38559
H -2.19663 -2.92657 -0.08992
H 1.62353 1.28843 -4.01780
N 1.90666 -0.10654 -0.92275
H 0.51600 -1.17557 -2.96554
C -0.90286 0.33497 3.05402
O 2.36380 0.87694 2.19490
H -2.24919 3.56832 7.67225
H -2.44173 -2.57906 -3.07675
C 1.30735 0.59132 2.80587
N -0.42781 1.65566 -0.44584
H -0.70000 5.31252 4.04015
H -3.65770 -2.67863 -1.76968
C -0.60142 3.16976 4.19107
C 0.18918 -1.46982 7.52878
H -1.68352 1.31471 6.81517
C -1.51877 4.59276 5.91978
C 0.24370 -0.40946 6.62349
N 1.05071 0.84485 4.12559
H -3.17296 0.82184 -0.54428
H 0.86237 0.45622 6.85053
H -1.40286 -0.28853 -3.59247
H 2.03084 -2.05494 -2.75923
H 3.75140 -1.04546 -0.64037
H 2.15212 2.25526 -2.55387
H -3.82307 -0.77456 -0.07629
H -4.48310 0.07293 -1.51087
C -2.42161 3.99971 0.08693
C -1.27633 -1.56755 5.15692
C -3.57266 -0.12580 -0.92614
C 1.60502 -1.10900 -3.11333
H 2.80857 -0.80377 0.82431
C -0.92312 4.44531 4.66204
H -0.66405 -3.40228 7.96339
H 1.80625 -1.02897 -4.18988
H -3.96175 -1.68007 -3.19341
N 0.14336 0.16973 2.17795
O -2.07752 0.29453 2.71653
Cs 1.80524 3.33574 0.50813
H 0.54860 1.54374 -2.61113
Nb 0.02894 -0.00274 -0.02511
C 2.73273 -1.09361 -0.22959
C -2.14226 0.18094 -2.92748
H -1.95852 -3.49212 5.82942
H 0.77393 -1.40995 8.44238
H -0.45400 -2.63389 0.15136

***

No. 3
68
Properties=species:S:1:pos:R:3 method="wB97M-V/def2-TZVPD" total_charge=+1 gap_ev=7.63 energy_ha=-1501.3719 relative_energy_ev=0.184 homo_energy_ev=-9.78 lumo_ev=-2.15 smiles="CCOc1ccc(C[N@H+]2CC[C@@H](C(=O)N3CCN(c4ccccc4F)CC3)CC2)cc1OC"
C 5.67527 -0.08160 0.11056
C -6.67181 1.28887 -0.79596
H -3.40013 1.80013 2.31065
H 8.33974 0.45503 -0.07630
H 7.67272 -0.02177 -3.75531
C 4.87482 -1.61471 -1.56841
H -5.50021 -1.00094 -0.97943
C 4.65880 -0.53479 0.94311
H -5.43913 2.51553 1.15546
O 6.75383 -0.14245 -1.99962
H 2.29856 0.03137 1.97220
H -8.14017 1.17883 -3.86010
H 2.07857 -2.75357 1.08305
C 5.78490 -0.63283 -1.19043
H 0.32144 -1.25788 0.24000
C 0.16625 0.83842 0.69336
H 3.07189 -2.21088 2.45261
O -1.56892 -1.55763 1.25321
H -4.85256 -1.17350 1.41383
H 3.17711 -2.80316 -1.06490
C -6.88168 1.04852 -2.15972
C -0.08699 0.19210 3.09118
H 6.12031 -0.87499 -3.83695
H -3.14580 2.02999 0.55885
H 8.01940 -2.46532 -4.08847
H 7.18671 -2.80880 -2.56734
N 1.71902 -0.77921 1.71785
C 0.76510 -1.04052 2.81835
C -8.87584 2.29971 -0.76133
H 8.70989 -1.91846 -2.55783
C -4.79124 -0.28123 -0.56139
C 3.86298 -2.04261 -0.72613
C 3.74726 -1.50509 0.54356
C 0.98701 -0.42490 0.47995
H 1.32110 -1.32336 3.71390
F -5.89718 0.47021 -2.90063
C 2.65244 -1.91823 1.48674
H -9.65395 2.79369 -0.20012
C 7.78275 -2.07408 -3.10356
C -0.84412 0.64920 1.83598
H -4.03314 -0.07066 -1.32780
H -0.79369 -0.04653 3.88632
H 0.11692 -1.86517 2.51129
N -5.47926 0.94152 -0.18456
C -1.89461 -0.38631 1.41328
H -9.97043 2.30892 -2.60514
C -9.05766 2.02894 -2.10535
H 7.50754 1.82230 -0.86116
H 4.93851 -2.05440 -2.54945
O 6.44393 0.88358 0.66372
H 4.62680 -0.10940 1.93603
C 7.03731 -0.75291 -3.24940
C -3.62620 1.40022 1.31737
H 8.10359 1.98026 0.81028
H 0.82486 1.67866 0.92979
H -3.57528 -1.80878 0.36308
H 0.54403 1.01350 3.44218
H -1.31536 1.60704 2.04815
H -7.61175 2.13876 0.93793
C 7.66618 1.29844 0.08206
C -7.70933 1.93289 -0.11579
H -5.64626 0.93432 1.93518
C -5.14066 1.46521 1.11316
N -3.14929 0.03177 1.20316
C -4.11486 -0.90582 0.65213
C -8.04680 1.39590 -2.80792
H -0.35475 1.07743 -0.23413
H 1.71152 -0.28876 -0.32490

***

No. 4
69
Properties=species:S:1:pos:R:3 method="wB97M-V/def2-TZVPD" total_charge=-1 gap_ev=6.10 energy_ha=-2350.4022 relative_energy_ev=1.454 homo_energy_ev=-3.38 lumo_ev=2.72
C -3.27821 -0.60768 -1.54829
P 1.09709 -1.40258 1.86611
H -2.88691 -4.51318 0.72911
H -1.50181 -3.43098 0.94941
H 2.69739 -2.02688 -2.88579
C -5.24301 -1.66438 -0.60089
C 3.09759 -0.24318 0.40341
Pd 0.99319 0.30482 -0.42879
C 1.79549 -1.70268 3.56921
C -4.42061 -2.66288 -0.10609
H -2.80171 1.47132 -1.90169
Te -0.30471 -1.67288 -1.37789
H -4.86731 -3.49048 0.43141
H 1.85089 -0.78318 4.15301
O -2.90571 1.08732 1.35831
H 4.58859 -3.41578 -0.98879
H 2.11089 4.36862 0.33481
H 5.31079 -1.89408 -0.41059
O -0.41471 4.18482 0.80181
C 3.07819 2.53292 -2.32989
H -2.34851 3.00082 1.63251
H 5.09149 2.46322 0.76141
C 4.12509 0.65712 0.14381
H 4.07049 4.08572 -1.20859
H 2.79349 -2.13218 3.48711
H -0.27971 0.13282 3.25161
H -0.89751 1.22322 -0.23379
H 1.14499 -2.41418 4.07781
C 4.50339 -2.61138 -0.25629
N -1.18891 2.15642 0.13801
C -4.64691 -0.64178 -1.31469
P 2.82689 -1.82998 -0.46989
H -7.05811 -2.67968 -0.08599
H -7.24971 -1.43058 -1.31969
H 1.54139 1.47142 2.91531
C -2.46211 2.28332 0.80871
H -3.20861 2.68342 0.09231
N 1.98019 1.85172 -2.59079
H 4.58119 -3.03988 0.74221
H -3.06171 0.43922 0.65281
H -5.26791 0.13892 -1.73319
C 2.26169 1.22392 2.14421
H 3.91819 2.32772 -2.98769
H -0.04371 1.77052 -2.28099
C 2.09469 3.65072 -0.47419
H 2.44349 -0.34738 -2.35809
C 0.90559 2.01112 -1.79189
C 3.05839 -1.24818 -2.20839
C -0.44581 -0.56198 2.42741
C -2.77311 0.51032 -2.41579
H 4.10369 -1.03328 -2.43049
C 3.17499 3.49382 -1.32939
C 4.25849 1.79362 0.92681
C 3.32089 2.08362 1.90451
H -0.87471 -0.03468 1.57011
H -1.74961 0.30622 -2.72459
H -3.39041 0.59302 -3.31009
H -1.70521 -4.26958 -0.57499
H -1.15611 -1.33108 2.74371
H 3.41229 2.99252 2.48471
H 4.84599 0.45952 -0.64099
C -3.04971 -2.64678 -0.30839
H -7.02631 -0.96728 0.36501
C 0.94499 2.89232 -0.66209
C 2.16079 0.02482 1.43191
C -2.24541 -3.78558 0.23611
C -6.73011 -1.69008 -0.39759
C -0.25171 3.14062 0.18151
C -2.44661 -1.60508 -1.02869

***

No. 5
71
Properties=species:S:1:pos:R:3 method="wB97M-V/def2-TZVPD" total_charge=+2 gap_ev=6.68 energy_ha=-1740.2959 homo_energy_ev=-14.44 lumo_ev=-7.77
H 2.48532 -2.11004 3.74068
C 1.29637 -0.89158 5.07448
H -0.58448 -1.27548 -3.28787
C -2.32342 -1.78858 4.21638
C -2.36124 -2.35180 6.94191
H 0.08288 2.21152 -4.36162
H 1.52440 2.51055 0.47774
H -0.96207 -2.99330 -3.05807
C 0.51162 2.00509 -3.37096
H 2.92936 -0.51801 -1.32156
H 0.12865 -4.33202 -1.28418
C 0.56564 -2.27343 -1.74148
H -0.42926 1.10445 4.54134
N -1.91570 -0.38062 0.22223
C -2.87572 -0.57257 0.89446
H -4.46620 -1.98302 4.26893
C -0.50851 2.34821 -2.28526
C -1.15281 -1.69459 4.96656
C -1.80307 1.58077 -2.51464
C 3.64626 -1.36786 5.41118
C 0.00560 -1.02119 4.26490
C 2.45352 -0.00324 7.01192
H -1.43127 4.13322 -1.45438
N -0.44340 0.33294 3.87812
C 0.36068 -3.40843 -0.73501
C -3.55900 -2.28967 6.22678
H 1.96154 2.96476 -1.19168
C 1.28612 -0.13008 6.25068
H 0.71271 3.87758 -0.30018
C -1.14260 -2.06780 6.31224
H 0.36304 0.34592 6.59752
H -0.46496 -3.19266 -0.04559
N 0.87476 -1.04702 -1.00247
C 1.12328 2.87266 -0.48074
H 2.42361 0.58154 7.93232
H 1.94953 -1.80105 -3.35470
H -4.50837 -2.47393 6.73359
H 0.09131 4.45690 -2.33536
C 2.47691 -1.50413 4.65074
C 2.27069 -0.89222 -0.52040
H -2.35831 -2.61199 8.00156
H 4.53989 -0.54418 7.19947
H -2.25752 -1.69824 3.12047
H -2.51105 1.72244 -1.68663
H 4.55875 -1.85270 5.06315
O -3.90987 -1.01740 1.37643
C -3.54557 -2.01624 4.85533
C 1.70905 -2.63876 -2.68954
C 0.26751 -1.62034 2.88957
H 2.66702 -1.85202 -0.15000
H 1.26368 -3.57250 -0.13609
C 3.63449 -0.63067 6.59644
O -0.50393 1.53416 1.83371
H -1.56267 -1.80126 -1.87726
H 0.78916 0.94074 -3.32319
H -1.38636 4.07308 -3.22852
C -0.11060 0.56253 2.58928
H -1.63910 0.50444 -2.66424
H -0.20048 -2.12670 6.86062
H 2.33214 -0.17095 0.32283
H 2.60870 -2.93875 -2.14039
C -0.71816 -2.05977 -2.52999
C -0.81874 3.84740 -2.31605
O 0.21732 -2.79143 2.52911
N 0.07394 1.97048 -0.98437
N 0.36601 -0.55022 1.99066
H 1.42487 2.60031 -3.24742
H -2.27080 1.96807 -3.43265
Tl -3.25923 0.87063 2.84328
Ta -0.02042 0.31347 0.07179
H 1.39576 -3.49016 -3.30732

***

No. 6
70
Properties=species:S:1:pos:R:3 method="wB97M-V/def2-TZVPD" total_charge=-1 gap_ev=5.59 energy_ha=-1974.1605 relative_energy_ev=0.868 homo_energy_ev=-2.99 lumo_ev=2.60
N -1.10896 -1.73408 -2.20507
H -1.39860 6.36224 -1.04382
H -1.03546 -2.77861 -4.06135
H -0.16177 1.21910 3.56390
C 1.85147 1.71316 3.04130
H -1.67802 3.91363 -1.09724
O -2.51560 0.73452 2.52896
C 0.49642 6.32914 -2.05273
B -1.99134 1.32428 1.33188
C -3.97234 2.26333 1.77777
Pt -0.28231 0.96050 0.34388
C 1.14940 0.93250 5.23400
C -0.80335 4.36866 -1.54413
H 1.56850 -1.72458 -0.65251
C -4.58710 1.11061 3.81289
H -1.19554 -1.48651 2.43372
C -0.60860 -1.89225 -3.55413
H 0.22641 -3.20776 -1.63365
C -3.71056 1.33097 2.77525
H 0.52465 -1.19117 2.67034
H 2.36551 5.96754 -3.04069
C 0.16543 3.55050 -2.12718
C -2.52627 -1.44333 -2.20902
C -6.02253 2.80035 2.82668
H 3.95886 2.11634 2.89638
H -2.72914 -0.62680 -2.90006
O -2.95363 2.27671 0.88529
H -0.06852 -2.87063 2.53455
C 3.15370 1.78679 3.54330
H 0.07304 4.21718 1.93689
C -0.93999 -2.68348 0.10296
C 1.37495 -2.01495 0.37984
H 2.01473 -1.40727 1.01969
N -0.00915 -1.75560 0.72957
H 2.80576 2.56757 -0.73513
H 2.68335 0.73330 6.72878
H 1.81163 4.53555 2.06996
H -0.84807 -1.00707 -4.14135
H 1.64817 -3.07748 0.51593
H -0.83795 -3.68198 0.57467
C 3.45535 1.44587 4.85529
C 0.86013 1.28025 3.92330
C 3.00818 2.16374 0.25705
H -1.95032 -2.33693 0.33275
C 1.46810 5.52310 -2.62498
H 3.76790 2.78610 0.73544
H -1.44860 -3.74523 -1.66021
C -0.19751 -1.83392 2.17108
C -5.75901 1.87069 3.82469
H -4.37349 0.37673 4.57791
Te -0.13812 1.45748 -2.21627
H 0.47723 -1.99371 -3.53743
C -0.63939 5.74437 -1.50973
C -0.79078 -2.89175 -1.39522
H 0.35521 0.58772 5.88693
H 4.47609 1.52537 5.21384
H -2.86204 -1.11376 -1.22612
H 0.62433 7.40427 -2.02501
H -3.12308 -2.32523 -2.51091
H 1.00964 4.57057 0.48836
C 1.03765 4.06656 1.45464
H 2.07153 3.52341 -3.10525
C 2.45222 1.01093 5.70680
H -6.47267 1.73270 4.62690
Si 1.40701 2.22704 1.25001
H -5.32812 3.72503 0.98811
C 1.30271 4.14521 -2.66299
H 3.40139 1.15559 0.12482
H -6.93905 3.37579 2.86505
C -5.12827 3.01154 1.77554